i) Below is one molecule with the formula C6H9N, with properties calculated with ωB97M-V/def2-TZVPD.

```
16
C6H9N, DFT ωB97M-V/def2-TZVPD
C 2.93727 0.37928 0.10841
C 1.85513 -0.66554 -0.06312
C 0.63344 -0.48346 -0.48163
C -0.60580 -0.80001 -0.75147
N -1.63192 -0.68729 0.20958
C -2.72155 0.18882 -0.16294
C -1.75260 0.58794 0.88983
H 3.68292 0.31916 -0.69072
H 3.48432 0.32683 1.05962
H 2.48823 1.37908 0.06100
H 1.91903 -1.75368 0.00067
H -0.89643 -1.20595 -1.71651
H -3.70945 -0.17902 0.09310
H -2.63311 0.68799 -1.12771
H -1.02656 1.36103 0.63120
H -2.02291 0.54481 1.94070
```

- Frontier orbital gap: 9.3 eV
- Structure (SMILES): CC=C=CN1CC1



ii) Below is one molecule with the formula C6H9N, with properties calculated with ωB97M-V/def2-TZVPD.

```
16
C6H9N, DFT ωB97M-V/def2-TZVPD
C -0.90125 -1.75413 0.20291
C 0.15580 -0.69409 0.07350
C 1.55037 -0.84777 -0.17534
C 2.10330 0.40654 -0.22849
N 1.09562 1.31410 -0.02961
C -0.09428 0.65658 0.14285
C -1.42569 1.32458 0.05089
H -0.55786 -2.71424 -0.19580
H -1.81687 -1.47563 -0.33837
H -1.18735 -1.91948 1.25087
H 2.07765 -1.78364 -0.31590
H 3.12112 0.72575 -0.39580
H 1.20526 2.31413 -0.02544
H -2.14143 0.95513 0.79334
H -1.80841 1.07667 -0.94480
H -1.37597 2.41548 0.13520
```

- Frontier orbital gap: 8.8 eV
- Structure (SMILES): Cc1cc[nH]c1C



iii) Below is one molecule with the formula C6H9N, with properties calculated with ωB97M-V/def2-TZVPD.

```
16
C6H9N, DFT ωB97M-V/def2-TZVPD
C 1.48690 1.33017 0.00331
C 0.45825 0.75083 -0.87017
N 1.75555 0.03759 -0.64553
C 1.00683 -1.03096 0.08292
C -0.31372 -0.27976 -0.08630
C -1.37407 -0.00667 0.93302
C -1.71029 -0.73103 -0.34666
H 1.27516 1.38704 1.07320
H 2.10566 2.13055 -0.39645
H 0.18593 1.12228 -1.85479
H 1.34681 -1.22465 1.10877
H 1.07002 -1.94457 -0.51800
H -1.72028 1.01531 1.06630
H -1.34318 -0.59368 1.84906
H -1.96760 -1.78491 -0.29369
H -2.26196 -0.17755 -1.10499
```

- Frontier orbital gap: 10.0 eV
- Structure (SMILES): C1[C@H]2N1CC21CC1



Relative stability in eV, measured from the most stable structure: i) 3.412; ii) 0.000; iii) 2.954



i) Below is a 2-piece molecular cluster, C4H8N2 overall, with properties calculated with ωB97M-V/def2-TZVPD.

```
14
C4H8N2, DFT ωB97M-V/def2-TZVPD
C 0.47028 -1.46399 -0.33415
N -0.87539 0.15851 -0.92209
N -0.94143 0.96822 -2.01650
C -0.79048 0.80451 0.25491
C 0.74077 0.18943 2.22873
C -0.07861 0.15344 1.19939
H -0.24837 1.70469 -2.10377
H -1.08033 0.44569 -2.86782
H -1.33814 1.73781 0.38673
H 0.12354 -1.87297 -1.27256
H 1.47902 -1.07194 -0.37166
H 0.29456 -2.13527 0.49670
H 0.95001 -0.70232 2.81496
H 1.29458 1.08419 2.50712
```

- Frontier orbital gap (alpha / beta): 8.2 / 8.2 eV



ii) Below is one molecule with the formula C4H8N2, with properties calculated with ωB97M-V/def2-TZVPD.

```
14
C4H8N2, DFT ωB97M-V/def2-TZVPD
C -2.58035 0.53533 0.05230
C -1.69324 -0.47492 -0.07037
N -0.30113 -0.40899 -0.05791
C 0.39976 0.78727 -0.11322
N 1.64932 0.93978 -0.04817
C 2.46496 -0.26102 0.05914
H -2.32397 1.59300 0.21767
H -3.62292 0.19692 0.06588
H -2.01391 -1.51566 -0.09223
H 0.24527 -1.25159 -0.05249
H -0.27715 1.63478 -0.16084
H 2.26080 -0.78637 1.02432
H 2.24784 -0.97712 -0.79854
H 3.54472 -0.01142 -0.02555
```

- Frontier orbital gap: 9.4 eV
- Structure (SMILES): C=CN/C=N\C



Relative stability in eV, measured from the most stable structure: i) 4.898; ii) 0.000



i) Below is a 2-piece molecular cluster, C4H8N2 overall, with properties calculated with ωB97M-V/def2-TZVPD.

```
14
C4H8N2, DFT ωB97M-V/def2-TZVPD
H -0.87491 0.86215 -1.78460
N -1.17201 1.22083 -0.87351
C -1.47180 0.30614 -0.03338
N -1.93407 -0.95215 -0.33149
H -1.72672 0.62937 0.97134
H -1.63145 -1.34534 -1.20875
H -2.06506 -1.61763 0.40740
C 1.15723 -1.52533 0.26280
C 1.24666 -0.32810 0.35805
C 1.77562 1.05896 0.51393
H 0.97178 -2.54160 0.06151
H 2.60454 1.21686 -0.16520
H 1.00044 1.78168 0.28581
H 2.11975 1.23416 1.53610
```

- Frontier orbital gap: 10.2 eV
- Structure (SMILES): [H]/N=C\N.C#CC



ii) Below is a 2-piece molecular cluster, C4H8N2 overall, with properties calculated with ωB97M-V/def2-TZVPD.

```
14
C4H8N2, DFT ωB97M-V/def2-TZVPD
C -1.26985 -1.19473 -0.75506
C 0.45521 -0.33268 1.30708
N 1.21378 0.31384 0.41996
C 1.19749 1.58575 0.05311
C -1.04472 1.38069 -0.96220
N -1.27180 0.23536 -0.78568
H -0.25643 -1.60338 -0.84788
H -1.85985 -1.54048 -1.60208
H -1.69215 -1.58088 0.17775
H -0.27502 0.22714 1.87312
H 0.60234 -1.39296 1.44682
H 1.78891 -0.28826 -0.16191
H 1.72767 1.88770 -0.83475
H 0.68443 2.30290 0.67171
```

- Frontier orbital gap (alpha / beta): 7.4 / 7.4 eV



Relative stability in eV, measured from the most stable structure: i) 0.000; ii) 1.744